Run one
{
  "formula": "C5H8N2O2",
  "method": "ωB97M-V/def2-TZVPD",
  "elements": ["N", "C", "C", "C", "C", "O", "C", "N", "H", "H", "H", "H", "H", "H", "O", "H", "H"],
  "positions_angstrom": [[0.8220, 1.4686, -1.7889], [0.5725, 0.3842, -1.3427], [0.8805, -1.0705, -1.2179], [2.3572, -1.3545, -0.9247], [2.4953, -2.8292, -0.6041], [1.6057, -3.2080, 0.4563], [0.4225, -2.6118, 0.5015], [0.0021, -1.6392, -0.2044], [0.6160, -1.5071, -2.1963], [2.9836, -1.1066, -1.7899], [2.6926, -0.7499, -0.0706], [2.2587, -3.4520, -1.4785], [3.5035, -3.0775, -0.2567], [-0.2469, -3.0994, 1.2166], [-0.2225, 1.6208, 0.4042], [0.2365, 0.9472, 0.9479], [0.2903, 2.2960, -0.4434]],
  "e_homo_ev": -9.46,
  "gap_ev": 9.9,
  "smiles": "N#C[C@H]1CCOC=N1.O",
  "total_charge": 0
}


Run two
{
  "formula": "C5H8N2O2",
  "method": "ωB97M-V/def2-TZVPD",
  "elements": ["C", "C", "C", "C", "C", "N", "N", "O", "O", "H", "H", "H", "H", "H", "H", "H", "H"],
  "positions_angstrom": [[-1.6887, -0.4992, -0.6250], [0.2154, 0.8188, 1.1816], [-0.3995, -1.3466, -0.8729], [1.3223, 1.5190, 1.8442], [0.8324, -0.5721, -1.4473], [-1.6507, 0.6700, -0.1472], [-0.5408, 1.2374, 0.3080], [-2.8764, -1.0872, -0.8985], [-0.5066, -2.5395, -0.6661], [-0.0127, -0.2825, 1.5833], [1.0473, 2.4219, 2.3045], [2.0046, 1.7954, 1.0696], [1.8947, 0.9087, 2.6096], [1.8005, -0.9577, -0.9598], [0.5332, 0.5592, -1.3287], [0.8457, -0.7027, -2.5982], [-2.8207, -1.9429, -1.3570]],
  "e_homo_ev": -9.22,
  "gap_ev": 9.5,
  "smiles": "C/C=N/N=C(/O)C(C)=O",
  "total_charge": 0
}


Run three
{
  "formula": "C5H8N2O2",
  "method": "ωB97M-V/def2-TZVPD",
  "elements": ["N", "C", "C", "C", "C", "O", "C", "N", "H", "H", "H", "H", "H", "H", "O", "H", "H"],
  "positions_angstrom": [[-0.7260, -0.3648, 1.4432], [0.1728, 0.4114, 0.5944], [1.4557, 0.6283, 1.2777], [2.5112, 0.8093, 1.8388], [0.4034, -0.3894, -0.7246], [0.6852, -1.7200, -0.4181], [-0.7975, -0.2821, -1.6546], [-1.1514, 0.7344, -2.3579], [-0.6344, -0.1141, 2.4213], [-1.6955, -0.2260, 1.1729], [-0.2344, 1.4018, 0.3273], [3.4408, 0.9839, 2.3508], [1.2578, 0.0474, -1.2588], [0.1216, -1.9322, 0.3468], [-1.8333, -1.0379, -1.3166], [-0.3730, 1.3668, -2.5243], [-2.6031, -0.3168, -1.5184]],
  "e_homo_ev": -10.07,
  "gap_ev": 10.6,
  "smiles": "[H]/N=C(/O)[C@H](O)[C@@H](N)C#C",
  "total_charge": 0
}


Run four
{
  "formula": "C5H8N2O2",
  "method": "ωB97M-V/def2-TZVPD",
  "elements": ["O", "C", "N", "C", "C", "C", "C", "N", "H", "H", "H", "H", "H", "H", "O", "H", "H"],
  "positions_angstrom": [[-0.5381, 2.3476, 0.3797], [0.4078, 1.7774, -0.1444], [1.1372, 0.7872, 0.3994], [1.0393, -0.0938, 1.5213], [1.3227, -0.6085, 0.1331], [0.2891, -1.5042, -0.5162], [0.0527, -1.2840, -1.9493], [-0.3486, -0.9244, -2.9825], [0.5868, 1.8844, -1.2314], [1.8546, -0.0619, 2.2463], [0.0422, -0.2737, 1.9324], [2.3515, -0.8743, -0.1211], [0.6048, -2.5507, -0.3887], [-0.6750, -1.4352, 0.0092], [-2.9351, 0.8019, 0.5287], [-2.0497, 1.1913, 0.6423], [-3.1421, 0.8208, -0.4587]],
  "e_homo_ev": -10.47,
  "gap_ev": 11.0,
  "smiles": "N#CC[C@@H]1CN1C=O.O",
  "total_charge": 0
}


Name the most stable of them. run four.


Run one
{
  "formula": "C5H8N2O2",
  "method": "ωB97M-V/def2-TZVPD",
  "elements": ["C", "C", "C", "C", "C", "O", "N", "N", "O", "H", "H", "H", "H", "H", "H", "H", "H"],
  "positions_angstrom": [[-1.6987, 1.3332, -0.8334], [1.8702, -1.4313, 0.1665], [-0.6040, -0.7843, 0.1869], [-1.4821, 0.5361, 0.4264], [0.7961, -0.4050, 0.2112], [2.1718, 1.3993, 0.3168], [0.8994, 0.8581, 0.4641], [-1.0109, -1.9579, -0.0212], [-2.1372, 0.6687, 1.4294], [2.0773, 2.3204, 0.5998], [-2.0228, -2.0614, 0.0559], [-2.6630, 1.8350, -0.7935], [-0.8954, 2.0651, -0.9032], [-1.6554, 0.7138, -1.7270], [2.8304, -0.9755, 0.3964], [1.8974, -1.8751, -0.8285], [1.6267, -2.2393, 0.8534]],
  "e_homo_ev": -9.20,
  "gap_ev": 9.5,
  "smiles": "[H]/N=C(C(C)=O)/C(C)=N/O",
  "total_charge": 0
}


Run two
{
  "formula": "C5H8N2O2",
  "method": "ωB97M-V/def2-TZVPD",
  "elements": ["C", "C", "C", "C", "C", "N", "N", "O", "O", "H", "H", "H", "H", "H", "H", "H", "H"],
  "positions_angstrom": [[-1.9417, -0.5899, -1.6065], [0.6897, -1.4484, 0.1420], [2.0553, 0.5955, 0.4388], [-1.5069, 0.4237, 1.0836], [0.7732, -0.1784, 0.5823], [2.0043, 1.8586, 0.9144], [-0.2974, 0.5158, 1.0726], [3.0589, 0.0919, -0.0195], [-2.6148, 0.6049, 1.3761], [1.1597, 2.2299, 1.3145], [2.8160, 2.4464, 0.8282], [-2.5778, -1.1724, -0.9552], [-2.1438, 0.4717, -1.5390], [-2.1394, -0.8904, -2.6283], [-0.0999, -2.1080, 0.4677], [1.6079, -1.9530, -0.1073], [-0.8432, -0.8977, -1.3644]],
  "e_homo_ev": -9.53,
  "gap_ev": 9.7,
  "smiles": "C=C(N=C=O)C(N)=O.C",
  "total_charge": 0
}


Name the most stable of them. run two.


Run one
{
  "formula": "C5H8N2O2",
  "method": "ωB97M-V/def2-TZVPD",
  "elements": ["C", "N", "C", "C", "C", "C", "O", "N", "O", "H", "H", "H", "H", "H", "H", "H", "H"],
  "positions_angstrom": [[-2.1429, 0.7154, -0.7587], [0.7316, 0.3786, 0.4078], [2.6532, 0.3185, 0.2182], [0.3527, -0.5748, -0.3735], [-1.4576, -0.1858, 0.1967], [-1.9358, -0.9491, 1.1618], [3.2297, 1.4440, 0.7012], [0.5897, -1.3695, -1.2701], [3.3273, -0.5906, -0.2132], [4.1947, 1.2648, 0.7139], [0.5887, 1.3387, 0.1281], [1.1483, -2.2073, -1.1099], [-1.8537, 1.7591, -0.6071], [-3.2325, 0.6325, -0.6565], [-1.9021, 0.4434, -1.7903], [-3.0019, -0.9513, 1.3893], [-1.2894, -1.4667, 1.8622]],
  "e_homo_ev": -7.81,
  "gap_ev": 8.1,
  "total_charge": 0
}


Run two
{
  "formula": "C5H8N2O2",
  "method": "ωB97M-V/def2-TZVPD",
  "elements": ["C", "N", "C", "C", "C", "C", "O", "N", "O", "H", "H", "H", "H", "H", "H", "H", "H"],
  "positions_angstrom": [[-0.5488, -1.1730, 1.2524], [0.4222, -0.4174, 0.4733], [1.8098, -0.7247, 0.8159], [0.1046, 0.1519, -0.7353], [-1.4065, 0.4725, -0.8607], [-1.8062, 1.7436, -0.9463], [2.7244, 0.1676, 0.3901], [0.9301, 0.5324, -1.6369], [2.1873, -1.6891, 1.4663], [3.5772, -0.1880, 0.7046], [0.4595, 1.0318, -2.3948], [-2.0890, -0.3656, -0.9306], [-0.9401, -1.9995, 0.6514], [-0.0963, -1.5851, 2.1587], [-1.3708, -0.5165, 1.5505], [-1.1045, 2.5693, -0.8607], [-2.8530, 1.9898, -1.0978]],
  "e_homo_ev": -9.50,
  "gap_ev": 10.3,
  "smiles": "[H]/N=C(\\C=C)N(C)C(=O)O",
  "total_charge": 0
}


Run three
{
  "formula": "C5H8N2O2",
  "method": "ωB97M-V/def2-TZVPD",
  "elements": ["C", "C", "C", "C", "C", "N", "N", "O", "O", "H", "H", "H", "H", "H", "H", "H", "H"],
  "positions_angstrom": [[2.3766, 0.8010, 0.6894], [2.4161, -1.4223, -0.0139], [-2.1883, 1.6024, -0.4043], [2.9468, -0.4586, 0.6270], [-1.1686, 0.5943, -0.0268], [1.9452, 1.8540, 0.8114], [-1.4478, -0.6698, -0.0600], [-0.5270, -1.5900, 0.0795], [-2.6197, -1.1720, -0.5057], [2.9121, -2.4119, 0.0851], [-2.5113, -2.0662, -0.2563], [1.5779, -1.2669, -0.5876], [-1.9038, 2.6889, -0.1875], [-3.2988, 1.5333, -0.2063], [-2.2421, 1.6775, -1.4966], [3.8497, -0.5306, 1.1532], [-0.1172, 0.8367, 0.2993]],
  "e_homo_ev": -8.90,
  "gap_ev": 9.7,
  "smiles": "C/C=[N+](/[O-])O.C=CC#N",
  "total_charge": 0
}


Name the most stable of them. run two.


Run one
{
  "formula": "C2H2N2",
  "method": "ωB97M-V/def2-TZVPD",
  "elements": ["C", "N", "C", "N", "H", "H"],
  "positions_angstrom": [[0.5872, -1.1519, 0.1141], [-0.1115, -1.1619, 1.0414], [0.1474, 1.1622, -1.0851], [-0.5971, 1.9527, -0.7136], [-0.7935, -0.8966, 1.7241], [0.7674, 0.0955, -1.0809]],
  "e_homo_ev": -12.01,
  "gap_ev": 12.6,
  "total_charge": 0
}


Run two
{
  "formula": "C2H2N2",
  "method": "ωB97M-V/def2-TZVPD",
  "elements": ["C", "C", "N", "N", "H", "H"],
  "positions_angstrom": [[-0.0660, 0.8532, -0.1339], [0.6481, -0.3481, -0.4945], [-0.5472, -0.2796, 0.5090], [-0.6664, -0.3160, -0.8965], [-0.2829, 1.8742, -0.1421], [0.9145, -1.7838, 1.1581]],
  "e_homo_ev": [-10.42, -10.57],
  "gap_ev": [8.1, 9.6],
  "total_charge": 0
}


Name the most stable of them. run one.


Run one
{
  "formula": "C7H14N2",
  "method": "ωB97M-V/def2-TZVPD",
  "elements": ["C", "C", "H", "H", "H", "H", "H", "H", "C", "C", "C", "C", "C", "N", "N", "H", "H", "H", "H", "H", "H", "H", "H"],
  "positions_angstrom": [[-0.5602, -3.6240, 0.2527], [-1.8926, -3.0199, 0.5683], [-0.1377, -3.3895, -0.8239], [0.0421, -3.0868, 1.0120], [-0.4047, -4.6932, 0.4106], [-1.8949, -1.9861, 0.8370], [-2.4912, -3.6070, 1.2925], [-2.5789, -3.0556, -0.3548], [1.8675, 2.2075, 0.5856], [0.8049, 2.9353, 1.5529], [1.0449, 1.5635, -0.4763], [0.1633, 0.4966, -0.4850], [0.0575, 1.5982, -2.3811], [0.9541, 2.2172, -1.6742], [-0.5285, 0.5524, -1.6685], [2.6663, 2.8511, 0.1247], [2.2486, 1.3270, 1.0907], [0.0595, 2.2469, 1.8849], [0.3503, -0.3197, 0.2166], [-0.2689, 1.7016, -3.4124], [-1.3422, 0.0396, -1.9374], [0.4323, 3.8093, 0.9882], [1.4086, 3.2354, 2.3970]],
  "e_homo_ev": -8.32,
  "gap_ev": 9.1,
  "smiles": "CCc1c[nH]cn1.CC",
  "total_charge": 0
}


Run two
{
  "formula": "C7H14N2",
  "method": "ωB97M-V/def2-TZVPD",
  "elements": ["C", "C", "C", "C", "N", "C", "C", "C", "N", "H", "H", "H", "H", "H", "H", "H", "H", "H", "H", "H", "H", "H", "H"],
  "positions_angstrom": [[-1.4454, -0.6690, 0.5612], [2.1892, 0.9957, -0.3420], [-0.7112, 1.1031, -1.3060], [-1.6218, 0.2925, 1.7154], [0.8252, -1.6629, 1.6730], [1.2082, -0.0930, 0.0177], [-0.1879, -0.1360, -0.6098], [0.4713, -1.1296, -1.3901], [1.3951, -0.6279, 1.2286], [0.6288, -2.3640, 0.9405], [-1.4081, -1.7106, 0.8639], [-2.2601, -0.5924, -0.1565], [3.1551, 0.7790, 0.0872], [2.3061, 1.0896, -1.4173], [1.8559, 1.9606, 0.0536], [-1.6001, 0.8465, -1.8842], [-0.9673, 1.8757, -0.5803], [0.0217, 1.5245, -1.9939], [-2.6702, 0.3317, 2.0271], [-1.0243, 0.0174, 2.5823], [-1.3231, 1.3151, 1.4663], [0.5769, -0.9852, -2.4586], [0.5858, -2.1607, -1.0782]],
  "e_homo_ev": [-7.99, -7.99],
  "gap_ev": [8.3, 8.3],
  "smiles": "[H]/N=N\\[C@@]1(C)C[C@@]1(C)CC",
  "total_charge": 0
}


Run three
{
  "formula": "C7H14N2",
  "method": "ωB97M-V/def2-TZVPD",
  "elements": ["C", "C", "H", "H", "H", "H", "H", "H", "C", "C", "C", "C", "C", "N", "N", "H", "H", "H", "H", "H", "H", "H", "H"],
  "positions_angstrom": [[1.8204, -2.3250, -0.2638], [1.1082, -1.8352, -1.5764], [2.8845, -2.7241, -0.4958], [1.8009, -1.4428, 0.2685], [1.1667, -2.9738, 0.2908], [0.0761, -1.3606, -1.3695], [1.1041, -2.5259, -2.3295], [1.6594, -1.0471, -2.1961], [-1.6488, 0.7951, 1.4840], [-1.0635, -0.1696, 2.5029], [-0.8706, 1.2682, 0.2831], [0.4129, 1.6450, -0.0274], [-0.9457, 1.9278, -1.7838], [-1.7332, 1.3349, -0.8466], [0.3856, 2.1531, -1.3473], [-2.5434, 0.1473, 1.1812], [-2.1900, 1.5863, 1.9994], [-1.2016, 0.3290, 3.3825], [1.2549, 1.8007, 0.6449], [-1.2107, 2.2048, -2.8317], [1.1538, 2.6808, -1.7901], [-0.0053, -0.2172, 2.4286], [-1.4145, -1.2516, 2.3922]],
  "e_homo_ev": -8.66,
  "gap_ev": 9.5,
  "smiles": "CCc1c[nH]cn1.CC",
  "total_charge": 0
}


Run four
{
  "formula": "C7H14N2",
  "method": "ωB97M-V/def2-TZVPD",
  "elements": ["C", "C", "C", "H", "H", "H", "H", "H", "H", "H", "H", "C", "C", "C", "C", "N", "N", "H", "H", "H", "H", "H", "H"],
  "positions_angstrom": [[1.3194, -2.5346, 1.0483], [2.3038, -1.4803, 0.5391], [1.3802, -3.8647, 0.2785], [1.4127, -2.8594, 2.1009], [0.2864, -2.1287, 1.0308], [1.8731, -0.5429, 0.2254], [0.8645, -3.7296, -0.6734], [2.4333, -4.0862, 0.0929], [3.0949, -2.0258, 0.0129], [2.7645, -1.0776, 1.4639], [0.8900, -4.7324, 0.7286], [-1.9003, 1.6373, 1.5951], [-0.3134, 0.6730, -0.2052], [-1.2586, 1.6025, 0.2400], [-0.8172, 2.1263, -1.8077], [-0.1742, 0.9648, -1.5300], [-1.5306, 2.4819, -0.7632], [0.1584, -0.0985, 0.3597], [0.4202, 0.4042, -2.1199], [-1.9889, 0.6968, 2.1365], [-2.9719, 1.8869, 1.4988], [-0.7253, 2.6829, -2.7262], [-1.3372, 2.3674, 2.1803]],
  "e_homo_ev": -8.41,
  "gap_ev": 9.3,
  "smiles": "Cc1c[nH]cn1.CCC",
  "total_charge": 0
}


Name the most stable of them. run four.


Run one
{
  "formula": "C7H14N2",
  "method": "ωB97M-V/def2-TZVPD",
  "elements": ["C", "C", "C", "C", "C", "C", "C", "H", "H", "H", "H", "H", "H", "H", "H", "H", "H", "H", "H", "H", "H", "N", "N"],
  "positions_angstrom": [[-3.0796, -0.9258, 0.4583], [-1.0869, 0.1719, -0.7981], [-1.6683, 1.4598, -0.0821], [0.3887, 0.0416, -0.6269], [1.2526, 0.6574, 0.3071], [2.4394, -0.0366, 0.6753], [3.5287, 0.1081, -0.4235], [-3.3243, -1.9870, 0.7966], [-2.9056, -0.3663, 1.3955], [-3.9885, -0.6427, 0.0466], [-1.5646, -1.7824, -0.6386], [-1.2837, 0.2203, -1.8900], [-1.7562, 1.4390, 1.0361], [-2.5920, 1.6952, -0.4503], [-0.9525, 2.2498, -0.0396], [0.8436, -0.8380, -1.1724], [0.9861, 1.4817, 1.0240], [2.8440, 0.2524, 1.7216], [3.2228, 0.6738, -1.2878], [4.5379, 0.0220, -0.0429], [3.2129, -1.8282, 0.4880], [-1.8825, -0.9143, -0.3435], [2.8280, -1.1517, -0.1535]],
  "e_homo_ev": -7.91,
  "gap_ev": 9.0,
  "smiles": "CN[C@@H](C)/C=C/[C@@H]1CN1",
  "total_charge": 0
}


Run two
{
  "formula": "C7H14N2",
  "method": "ωB97M-V/def2-TZVPD",
  "elements": ["C", "C", "C", "C", "N", "H", "H", "H", "H", "H", "H", "H", "H", "H", "C", "C", "C", "N", "H", "H", "H", "H", "H"],
  "positions_angstrom": [[0.8700, -1.1861, 0.8394], [0.6750, -2.3147, -0.1713], [1.9835, -0.2342, 0.4045], [-0.4184, -0.4681, 1.1348], [-0.4215, 0.6623, 1.7105], [1.1679, -1.6398, 1.7962], [-1.3451, 0.9901, 1.9882], [-1.3199, -1.0785, 0.9923], [0.4430, -1.9174, -1.1564], [-0.1285, -2.9832, 0.1360], [1.5893, -2.8968, -0.2647], [2.9370, -0.7551, 0.3870], [1.7862, 0.1517, -0.5908], [2.0449, 0.6011, 1.0960], [-1.1498, 0.6656, -1.3239], [0.0976, 2.4750, -0.5423], [-2.4377, 0.9499, -1.1127], [-0.1532, 1.6190, -1.4238], [-0.8523, -0.2996, -1.7138], [-0.3108, 2.3474, 0.5243], [0.8911, 3.1863, -0.7328], [-3.2023, 0.1969, -1.1960], [-2.7460, 1.9280, -0.7806]],
  "e_homo_ev": -8.72,
  "gap_ev": 9.6,
  "smiles": "[H]/N=C/C(C)C.C=CN=C",
  "total_charge": 0
}


Name the most stable of them. run two.